The following is a DFT calculation (ωB97M-V/def2-TZVPD) of a 10-piece molecular cluster, C34H96N12O10 overall at a distorted geometry.

Values from the calculation:
- E_LUMO: -0.16 eV
- ΔE to the lowest compared entry with this formula, charge and spin: 776.0 kJ/mol
- Spin multiplicity: 1
- Gap between HOMO and LUMO: 8.7 eV
- SMILES: COC[C@H](C)N.COC[C@H](C)N.COC[C@H](C)N.COC[C@H](C)N.COC[C@H](C)N.COC[C@H](C)N.COC[C@H](C)N.COC[C@H](C)N.NC(N)=O.NC(N)=O
- DFT total energy: -75161.4273 eV

Last column: Löwdin charge in e.
Geometry (Å):
C -11.830 17.530 7.272  -0.09
O -12.341 18.009 6.003  -0.22
C -13.240 17.115 5.328  -0.15
C -13.621 17.637 3.839  -0.43
C -14.213 18.997 3.678  -0.09
N -14.636 16.790 3.305  0.00
H -11.765 16.450 7.402  0.09
H -12.507 17.982 7.998  0.08
H -10.889 18.025 7.511  0.08
H -12.759 16.155 5.140  0.11
H -14.012 17.031 6.094  0.12
H -12.787 17.584 3.140  0.13
H -14.598 19.245 2.689  0.08
H -13.367 19.670 3.817  0.08
H -14.947 19.102 4.476  0.09
H -15.373 16.760 3.995  0.07
H -15.109 17.244 2.536  0.06
C -21.175 24.059 0.735  -0.06
O -22.345 23.435 1.411  -0.17
C -22.030 22.987 2.685  -0.24
C -20.961 21.890 2.810  -0.49
C -21.231 20.627 1.965  -0.05
N -20.831 21.370 4.109  0.01
H -21.481 24.346 -0.271  0.08
H -20.398 23.311 0.575  0.07
H -20.646 24.843 1.278  0.09
H -21.861 23.725 3.469  0.12
H -22.985 22.513 2.911  0.13
H -19.981 22.316 2.598  0.12
H -22.162 20.186 2.323  0.09
H -20.391 19.933 1.950  0.08
H -21.326 21.041 0.961  0.07
H -20.355 22.024 4.713  0.08
H -20.288 20.521 4.172  0.07
C -8.760 21.239 -1.680  -0.10
O -8.229 22.249 -0.818  -0.18
C -8.884 23.493 -1.022  -0.18
C -7.798 24.607 -1.519  -0.41
C -6.622 24.611 -0.607  -0.10
N -8.280 25.964 -1.385  0.01
H -7.966 20.586 -2.042  0.08
H -9.208 21.623 -2.597  0.08
H -9.469 20.637 -1.113  0.08
H -9.730 23.587 -1.702  0.11
H -9.373 23.841 -0.112  0.11
H -7.493 24.385 -2.542  0.13
H -6.100 23.654 -0.624  0.08
H -6.868 24.835 0.431  0.09
H -5.870 25.353 -0.876  0.08
H -9.087 26.374 -1.833  0.07
H -7.558 26.630 -1.620  0.07
C -12.004 12.722 -4.067  -0.11
O -11.127 11.718 -4.540  -0.20
C -11.794 10.486 -4.732  -0.18
C -10.728 9.473 -5.388  -0.39
C -10.269 9.849 -6.810  -0.09
N -11.264 8.135 -5.563  0.00
H -12.496 12.395 -3.151  0.08
H -12.826 12.885 -4.764  0.08
H -11.449 13.652 -3.946  0.09
H -12.090 10.091 -3.761  0.12
H -12.706 10.609 -5.316  0.12
H -9.875 9.420 -4.712  0.13
H -11.136 9.984 -7.457  0.07
H -9.651 9.107 -7.314  0.07
H -9.643 10.740 -6.851  0.07
H -10.544 7.521 -5.918  0.07
H -12.104 8.130 -6.123  0.07
C -10.761 22.776 -8.386  -0.12
O -11.613 23.425 -9.315  -0.20
C -12.806 22.654 -9.757  -0.16
C -13.797 23.637 -10.271  -0.53
C -15.010 23.069 -10.887  -0.07
N -13.135 24.413 -11.281  0.04
H -9.755 22.951 -8.767  0.08
H -10.840 21.695 -8.277  0.08
H -10.742 23.261 -7.410  0.08
H -12.591 21.942 -10.553  0.13
H -13.315 22.155 -8.932  0.13
H -14.104 24.375 -9.531  0.15
H -15.591 22.404 -10.247  0.09
H -14.815 22.708 -11.896  0.09
H -15.531 24.018 -11.014  0.08
H -12.641 23.721 -11.826  0.07
H -12.328 24.813 -10.823  0.07
C -19.453 11.314 -8.865  -0.07
O -18.938 11.875 -7.596  -0.23
C -17.894 12.874 -7.794  -0.17
C -18.514 14.197 -8.353  -0.48
C -17.450 15.241 -8.619  -0.07
N -19.533 14.683 -7.461  0.04
H -20.286 11.950 -9.166  0.08
H -19.810 10.300 -8.686  0.08
H -18.692 11.295 -9.645  0.08
H -17.387 13.081 -6.851  0.12
H -17.138 12.387 -8.409  0.11
H -19.058 14.114 -9.293  0.13
H -17.967 16.056 -9.126  0.08
H -16.606 14.891 -9.213  0.08
H -17.037 15.514 -7.648  0.08
H -19.044 14.967 -6.624  0.07
H -20.074 13.867 -7.215  0.07
C -18.787 27.140 -6.080  -0.14
O -17.643 26.577 -5.589  -0.21
C -16.975 27.361 -4.628  -0.17
C -16.038 26.478 -3.718  -0.41
C -15.062 27.278 -2.868  -0.09
N -15.121 25.644 -4.513  0.02
H -19.533 27.350 -5.313  0.09
H -19.213 26.369 -6.721  0.10
H -18.496 28.043 -6.618  0.09
H -16.285 27.841 -5.321  0.13
H -17.673 27.956 -4.039  0.13
H -16.606 25.862 -3.021  0.13
H -15.636 27.947 -2.227  0.07
H -14.308 27.824 -3.435  0.08
H -14.634 26.535 -2.195  0.08
H -14.120 25.775 -4.487  0.06
H -15.381 25.982 -5.429  0.05
C -23.786 20.896 -6.099  -0.11
O -23.172 20.654 -7.356  -0.19
C -24.045 20.621 -8.493  -0.20
C -23.116 20.369 -9.665  -0.38
C -23.597 20.855 -11.128  -0.06
N -22.978 18.906 -9.812  0.00
H -24.606 21.612 -6.042  0.08
H -23.076 21.299 -5.377  0.08
H -24.104 19.924 -5.722  0.09
H -24.809 19.860 -8.330  0.13
H -24.633 21.524 -8.658  0.12
H -22.118 20.785 -9.528  0.13
H -23.821 21.920 -11.066  0.06
H -24.400 20.306 -11.620  0.06
H -22.826 20.684 -11.879  0.06
H -22.552 18.461 -9.012  0.06
H -22.198 18.580 -10.366  0.06
N -17.050 11.674 0.103  0.16
C -16.577 10.803 0.956  -0.78
N -15.679 11.385 1.742  0.13
O -16.759 9.608 1.015  0.04
H -16.894 12.581 0.521  0.10
H -17.690 11.556 -0.669  0.12
H -15.179 10.794 2.392  0.11
H -15.280 12.306 1.636  0.10
N -17.002 20.463 -3.644  0.15
C -16.334 19.422 -3.183  -0.81
N -15.090 19.802 -3.170  0.14
O -16.746 18.368 -2.857  0.08
H -17.991 20.527 -3.451  0.12
H -16.439 21.271 -3.869  0.10
H -14.859 20.735 -3.478  0.10
H -14.363 19.277 -2.704  0.12